Entry 1:
# C25H33Cl2IN2O20P2

A cluster of 7 separate species, C25H33Cl2IN2O20P2 in total in a non-equilibrium geometry (ωB97M-V with the def2-TZVPD basis set, the OMol25 dataset).

The strongest force on any atom is 0.04621 hartree/bohr. As for the HOMO energy: -9.4 eV. The SMILES is N#C[C@H](CCCCl)[C@](C#N)(P(O)Cl)P(O)I.O=C1OCCO1.O=C1OCCO1.O=C1OCCO1.O=C1OCCO1.O=C1OCCO1.O=C1OCCO1. Its spin multiplicity is 1. The value obtained for the molecular weight is 941.29 g mol⁻¹. For the LUMO energy, the calculation gives -0.30 eV.

Cartesian coordinates (Å):
N (3.651, -0.147, 5.632)
C (3.218, 0.478, 4.755)
C (2.731, 1.214, 3.607)
C (1.693, 0.383, 2.854)
C (0.739, 1.200, 1.994)
C (-0.326, 1.906, 2.794)
Cl (0.112, 3.580, 3.222)
C (3.942, 1.806, 2.795)
C (3.540, 2.948, 2.042)
N (3.212, 3.873, 1.428)
P (4.998, 0.709, 1.665)
O (4.099, 0.719, 0.303)
Cl (4.841, -1.184, 2.439)
P (5.192, 2.414, 4.129)
O (4.326, 3.645, 4.728)
I (6.969, 3.448, 2.783)
H (2.196, 2.068, 4.005)
H (2.136, -0.407, 2.272)
H (1.083, -0.105, 3.602)
H (0.196, 0.503, 1.375)
H (1.238, 1.886, 1.329)
H (-0.566, 1.362, 3.695)
H (-1.226, 1.975, 2.208)
H (4.750, 0.755, -0.411)
H (4.827, 4.468, 4.721)
O (-1.769, -0.199, 0.771)
C (-2.359, -0.977, 1.459)
O (-3.559, -0.757, 2.002)
C (-4.058, -1.987, 2.546)
C (-2.773, -2.761, 2.784)
O (-1.898, -2.202, 1.785)
H (-4.629, -1.801, 3.450)
H (-4.705, -2.450, 1.805)
H (-2.344, -2.569, 3.768)
H (-2.877, -3.832, 2.641)
O (-5.922, -3.647, -0.275)
C (-6.225, -4.517, 0.475)
O (-5.888, -4.532, 1.787)
C (-6.607, -5.593, 2.433)
C (-6.896, -6.524, 1.266)
O (-6.937, -5.613, 0.158)
H (-6.000, -6.044, 3.211)
H (-7.514, -5.181, 2.875)
H (-6.096, -7.244, 1.097)
H (-7.841, -7.051, 1.354)
O (7.546, 0.042, -1.956)
C (7.454, 1.183, -2.266)
O (6.294, 1.777, -2.644)
C (6.508, 3.193, -2.706)
C (8.012, 3.276, -2.909)
O (8.469, 2.070, -2.277)
H (5.938, 3.632, -3.520)
H (6.184, 3.634, -1.762)
H (8.294, 3.247, -3.962)
H (8.467, 4.143, -2.441)
O (1.232, -1.136, -4.829)
C (1.505, -1.300, -3.682)
O (1.590, -2.501, -3.079)
C (2.159, -2.317, -1.773)
C (1.828, -0.866, -1.482)
O (1.773, -0.306, -2.810)
H (1.714, -3.013, -1.067)
H (3.234, -2.501, -1.833)
H (0.857, -0.752, -1.016)
H (2.582, -0.360, -0.885)
O (-8.209, -0.508, 2.281)
C (-7.689, -0.299, 1.233)
O (-6.403, 0.086, 1.080)
C (-6.063, -0.001, -0.312)
C (-7.425, 0.118, -0.973)
O (-8.294, -0.419, 0.033)
H (-5.374, 0.793, -0.581)
H (-5.593, -0.968, -0.499)
H (-7.707, 1.154, -1.164)
H (-7.513, -0.453, -1.892)
O (-0.837, 4.429, -6.867)
C (-0.133, 3.609, -6.376)
O (1.047, 3.198, -6.899)
C (1.716, 2.384, -5.927)
C (0.565, 1.890, -5.076)
O (-0.392, 2.956, -5.223)
H (2.266, 1.582, -6.411)
H (2.411, 3.013, -5.367)
H (0.135, 0.968, -5.458)
H (0.824, 1.755, -4.032)

Entry 2:
# C41H50N9NiO2PS2

A structure of composition C41H50N9NiO2PS2 (ωB97M-V with the def2-TZVPD basis set, the OMol25 dataset).

The strongest force on any atom is 0.01716 hartree/bohr. Its energy above the lowest of the compared OMol25 structures with the same formula, charge and spin is 23.7 kcal per mole. Its net charge is +2. As for the HOMO energy (spin up / spin down): -12.3 / -12.3 eV. Its spin multiplicity is 3. The value obtained for the molecular weight is 854.71 g mol⁻¹. For the LUMO energy (spin up / spin down), the calculation gives -4.97 / -5.24 eV.

Cartesian coordinates (Å):
Ni (0.795, 0.151, -0.371)
C (-2.817, -1.425, -5.467)
C (-1.435, -0.779, -5.448)
N (-0.565, -1.297, -4.377)
C (0.266, -2.460, -4.705)
C (-0.413, -3.792, -4.417)
C (-0.655, -0.801, -3.142)
S (0.307, -1.539, -1.894)
N (-1.540, 0.196, -2.981)
C (-1.810, 0.824, -1.844)
O (-1.167, 0.812, -0.756)
C (-2.971, 1.759, -1.926)
C (-3.719, 2.051, -0.790)
C (-4.757, 2.967, -0.856)
C (-5.053, 3.601, -2.055)
C (-4.324, 3.299, -3.197)
C (-3.293, 2.374, -3.137)
H (-3.510, -0.804, -6.033)
H (-3.202, -1.523, -4.453)
H (-2.796, -2.409, -5.931)
H (-1.533, 0.294, -5.318)
H (-0.911, -0.958, -6.386)
H (1.192, -2.388, -4.137)
H (0.514, -2.380, -5.763)
H (-0.679, -3.871, -3.363)
H (0.270, -4.606, -4.660)
H (-1.313, -3.920, -5.016)
H (-3.514, 1.512, 0.127)
H (-5.342, 3.190, 0.026)
H (-5.861, 4.318, -2.102)
H (-4.569, 3.772, -4.139)
H (-2.735, 2.110, -4.026)
C (0.799, 1.201, 3.894)
C (0.537, 1.193, 2.521)
N (1.172, 0.412, 1.671)
C (2.111, -0.433, 2.158)
C (2.395, -0.550, 3.519)
C (1.712, 0.314, 4.398)
C (3.371, -1.508, 3.956)
C (4.054, -2.257, 3.064)
C (3.843, -2.090, 1.654)
C (4.591, -2.765, 0.674)
C (4.362, -2.497, -0.652)
C (3.372, -1.571, -0.999)
N (2.639, -0.938, -0.100)
C (2.874, -1.187, 1.208)
H (0.264, 1.885, 4.536)
H (-0.216, 1.846, 2.107)
H (1.923, 0.273, 5.460)
H (3.552, -1.613, 5.018)
H (4.785, -2.982, 3.396)
H (5.347, -3.479, 0.974)
H (4.928, -2.987, -1.430)
H (3.166, -1.348, -2.036)
C (2.324, 4.545, -3.033)
N (0.944, 3.951, -3.365)
C (-0.128, 4.821, -2.671)
N (0.132, 4.911, -1.282)
C (1.456, 5.469, -1.032)
N (2.509, 4.644, -1.630)
C (2.636, 3.343, -0.966)
P (1.076, 2.349, -1.095)
C (0.846, 2.522, -2.929)
C (-0.116, 3.664, -0.563)
H (2.350, 5.530, -3.497)
H (3.070, 3.897, -3.493)
H (0.799, 3.998, -4.375)
H (-1.096, 4.359, -2.872)
H (-0.069, 5.800, -3.146)
H (1.620, 5.538, 0.042)
H (1.509, 6.471, -1.458)
H (2.867, 3.503, 0.089)
H (3.470, 2.783, -1.395)
H (-0.129, 2.128, -3.220)
H (1.614, 1.943, -3.445)
H (-0.020, 3.844, 0.509)
H (-1.140, 3.330, -0.735)
C (-7.853, 1.990, 2.424)
C (-6.563, 1.178, 2.431)
C (-5.525, 1.803, 3.357)
N (-4.370, 0.926, 3.547)
C (-3.275, 0.837, 2.797)
S (-2.357, -0.549, 2.674)
N (-2.873, 1.942, 2.048)
C (-2.832, 3.318, 2.265)
O (-2.541, 4.025, 1.319)
C (-3.008, 3.855, 3.640)
C (-2.581, 3.148, 4.762)
C (-2.683, 3.723, 6.019)
C (-3.221, 4.995, 6.158)
C (-3.643, 5.702, 5.039)
C (-3.525, 5.140, 3.780)
H (-8.560, 1.599, 1.694)
H (-7.659, 3.036, 2.175)
H (-8.334, 1.963, 3.402)
H (-6.146, 1.116, 1.422)
H (-6.762, 0.153, 2.751)
H (-5.961, 1.992, 4.339)
H (-5.198, 2.764, 2.966)
H (-4.544, 0.087, 4.083)
H (-2.394, 1.666, 1.200)
H (-2.173, 2.150, 4.658)
H (-2.346, 3.179, 6.891)
H (-3.308, 5.439, 7.141)
H (-4.059, 6.695, 5.150)
H (-3.832, 5.685, 2.897)

Entry 3:
# C3H6NP

A structure of composition C3H6NP in a non-equilibrium geometry (ωB97M-V with the def2-TZVPD basis set, the OMol25 dataset).

The strongest force on any atom is 0.09805 hartree/bohr. Its energy above the lowest of the compared OMol25 structures with the same formula, charge and spin is 61.7 kcal per mole. As for the HOMO energy: -8.0 eV. Its spin multiplicity is 1. The value obtained for the molecular weight is 87.06 g mol⁻¹. For the LUMO energy, the calculation gives 0.15 eV.

Cartesian coordinates (Å):
C (0.967, 0.783, -0.728)
C (0.975, 0.926, 0.604)
C (-0.703, -1.375, 0.559)
N (-0.259, 0.727, -1.355)
P (-1.083, -0.389, -0.777)
H (1.719, 0.974, -1.462)
H (1.890, 0.885, 1.090)
H (0.144, 1.044, 1.246)
H (-1.427, -2.174, 0.975)
H (0.213, -1.150, 0.948)
H (-2.436, -0.250, -1.100)

Entry 4:
# C17H34AsBeNO2S3Sb

A structure of composition C17H34AsBeNO2S3Sb in a non-equilibrium geometry (ωB97M-V with the def2-TZVPD basis set, the OMol25 dataset).

The strongest force on any atom is 0.07573 hartree/bohr. Its energy above the lowest of the compared OMol25 structures with the same formula, charge and spin is 21.8 kcal per mole. Its net charge is +1. As for the HOMO energy: -10.1 eV. Its spin multiplicity is 1. The value obtained for the molecular weight is 586.36 g mol⁻¹. For the LUMO energy, the calculation gives -2.57 eV.

Cartesian coordinates (Å):
Be (12.871, 12.095, 8.367)
O (14.119, 12.955, 9.139)
C (13.575, 14.338, 9.340)
C (12.545, 14.548, 8.302)
C (12.216, 15.824, 7.957)
C (11.272, 15.996, 7.014)
C (10.701, 14.910, 6.339)
C (11.043, 13.674, 6.807)
N (12.019, 13.490, 7.725)
H (14.087, 12.531, 10.096)
H (14.435, 15.027, 9.126)
H (13.185, 14.437, 10.297)
H (12.594, 16.705, 8.546)
H (10.937, 16.966, 6.761)
H (9.901, 15.001, 5.588)
H (10.613, 12.713, 6.446)
C (6.438, 9.989, 4.981)
C (7.631, 10.822, 5.459)
Sb (8.919, 10.022, 7.064)
C (7.740, 10.298, 8.942)
C (6.305, 9.855, 8.914)
C (8.538, 7.947, 6.603)
C (9.412, 6.946, 7.383)
H (5.909, 10.578, 4.206)
H (5.786, 9.656, 5.719)
H (6.826, 9.062, 4.569)
H (7.348, 11.786, 5.832)
H (8.333, 10.963, 4.560)
H (7.928, 11.284, 9.227)
H (8.434, 9.685, 9.518)
H (5.695, 10.482, 8.233)
H (5.888, 9.888, 9.911)
H (6.211, 8.810, 8.638)
H (8.837, 7.883, 5.542)
H (7.479, 7.775, 6.807)
H (10.424, 6.811, 6.961)
H (9.058, 5.936, 7.389)
H (9.476, 7.168, 8.443)
C (10.401, 9.809, 12.296)
O (11.741, 10.413, 12.340)
C (12.296, 11.046, 11.336)
S (13.801, 11.709, 11.761)
S (11.565, 10.985, 9.734)
H (10.316, 9.168, 13.190)
H (10.314, 9.241, 11.417)
H (9.699, 10.686, 12.439)
C (16.094, 10.261, 9.139)
As (14.854, 9.488, 7.891)
C (13.753, 8.135, 8.591)
C (15.869, 8.692, 6.483)
S (13.625, 10.982, 6.782)
H (16.862, 9.489, 9.254)
H (15.585, 10.392, 10.105)
H (16.689, 11.086, 8.697)
H (14.026, 8.013, 9.631)
H (13.970, 7.170, 8.079)
H (12.765, 8.421, 8.483)
H (16.276, 7.750, 6.874)
H (16.624, 9.405, 6.109)
H (15.245, 8.463, 5.692)

Q: Which value of molecular weight does entry 1 give?
A: 941.29 g mol⁻¹

Q: The lowest strongest force on any atom belongs to which entry?
A: C41H50N9NiO2PS2